(1)
DFT (the ωB97M-V functional and the def2-TZVPD basis) results for one molecule with the formula C7H12N2O3S in a non-equilibrium geometry.

Each line ends with the natural charge from an NBO analysis.
Positions of all 25 atoms, in Å:
C 0.8852 0.9392 -1.5965  -0.088
C 0.2858 -0.2657 -1.2643  -0.351
C 1.5582 1.4577 0.7450  0.237
C 0.9070 2.0615 -0.6821  -0.515
C 0.7358 0.8209 1.6310  -0.524
C -0.6536 -0.5643 -0.2797  0.028
C -0.0230 -2.8790 -0.0115  -0.409
N 2.7907 1.7490 0.7166  -0.633
N -0.9810 -1.8066 0.1591  -0.627
O -2.4339 0.0312 1.4479  -0.962
O -1.9070 2.0381 0.1265  -0.859
O -3.0651 0.0339 -0.9347  -0.892
S -1.9779 0.6229 0.2165  2.319
H 1.7427 0.9143 -2.3027  0.217
H 0.7010 -1.1738 -1.7341  0.216
H 1.5789 2.7274 -1.2766  0.234
H -0.0040 2.6266 -0.5227  0.264
H 1.2177 -0.0612 2.1315  0.213
H -0.3493 1.0494 1.8924  0.228
H 0.3188 -2.8620 -1.1109  0.208
H 0.7780 -2.8918 0.6577  0.202
H -0.5450 -3.8426 0.1542  0.216
H 3.2082 1.8970 1.6103  0.339
H -1.5213 -1.6985 1.0221  0.432
H -3.2471 -0.9236 -0.7952  0.506

Calculated values
HOMO-LUMO gap (alpha / beta) = 7.463 / 6.545 eV
E = -27405.6975 eV
ΔE to the lowest compared entry with this formula, charge and spin = 594.2 kJ/mol

=====

(2)
DFT (the ωB97M-V functional and the def2-TZVPD basis) results for one molecule with the formula C7H12N2O4S in a non-equilibrium geometry.

Each line ends with the natural charge from an NBO analysis.
Positions of all 26 atoms, in Å:
C -0.1904 1.2957 1.6066  -0.203
C -1.4576 1.6535 1.1656  0.099
C -0.5659 0.5348 -0.5993  0.415
C 3.4868 -1.3062 -0.2868  -0.608
C -2.6555 1.6635 -1.0021  -0.416
C 1.9832 -0.9322 -0.5397  -0.492
C 1.3479 -0.2833 0.6879  0.311
N 0.3306 0.4814 0.6186  -0.303
N -1.6483 1.2928 -0.0836  -0.411
O -0.7587 -0.6969 -1.0863  -0.696
O -1.4820 -3.0095 -0.6599  -0.942
O -2.6431 -1.1757 0.6055  -0.954
O -0.3837 -1.8513 1.1657  -1.002
S -1.4328 -1.7857 0.1451  2.506
H 0.2156 1.5357 2.6114  0.243
H -1.9837 2.4540 1.6433  0.227
H 0.0012 1.1059 -1.2681  0.174
H 4.1369 -0.4524 -0.1703  0.206
H 3.8853 -1.8448 -1.1336  0.225
H 3.7063 -1.8636 0.5728  0.220
H -3.2215 2.3798 -0.4576  0.214
H -2.2767 2.4277 -1.8049  0.199
H -3.2570 0.7565 -1.3222  0.248
H 1.3146 -1.7860 -0.6748  0.288
H 1.7178 -0.3736 -1.4284  0.231
H 1.8308 -0.2202 1.6952  0.220

Calculated values
HOMO-LUMO gap (alpha / beta) = 8.096 / 8.098 eV
E = -29456.0364 eV
ΔE to the lowest compared entry with this formula, charge and spin = 181.1 kJ/mol

=====

(3)
DFT (the ωB97M-V functional and the def2-TZVPD basis) results for one molecule with the formula C7H12N2O6 in a non-equilibrium geometry.

Each line ends with the natural charge from an NBO analysis.
Positions of all 27 atoms, in Å:
N -2.4458 -2.2366 -0.8865  -0.815
C -1.6751 -1.0454 -0.6246  -0.106
C -2.5669 0.1783 -0.5640  -0.520
C -1.6820 1.3285 -0.4161  0.822
O -0.9497 1.6913 -1.3502  -0.665
O -1.7435 1.8185 0.7641  -0.666
C -0.8876 -1.0430 0.7135  0.667
O -1.3682 -1.5282 1.7493  -0.623
N 0.3549 -0.3947 0.8500  -0.634
C 1.3387 0.1288 -0.0755  -0.193
C 1.9532 1.4558 0.3760  -0.062
O 0.8979 2.4485 0.5283  -0.753
C 2.4879 -0.8081 -0.2139  0.769
O 2.8967 -1.6075 0.6144  -0.588
O 3.1244 -0.6986 -1.3857  -0.671
H -1.9565 -3.1425 -0.8920  0.377
H -3.0274 -2.2869 -0.0258  0.365
H -0.8744 -0.9727 -1.4512  0.204
H -3.0786 0.2250 -1.4740  0.253
H -3.1634 0.0582 0.3282  0.239
H -0.9515 2.2740 1.0936  0.533
H 0.6068 -0.5380 1.8277  0.420
H 0.8620 0.1924 -1.0662  0.259
H 2.7000 1.7678 -0.3327  0.196
H 2.4015 1.2914 1.3725  0.197
H 0.5341 2.5661 -0.3668  0.500
H 3.9141 -1.1766 -1.2912  0.496

Calculated values
HOMO-LUMO gap = 10.316 eV
E = -22719.3956 eV
ΔE to the lowest compared entry with this formula, charge and spin = 90.0 kJ/mol